91
Properties=species:S:1:pos:R:3:forces:R:3:mulliken_spin:R:1 method="wB97M-V/def2-TZVPD" homo_ev="-10.46 / -11.08" spin_multiplicity=5 relative_energy_kcal_mol=0.0 charge=+1 orbital_gap_ev="8.254 / 6.814"
Ru -0.369746 -2.092092 0.963262 -0.5763 -0.1502 0.5920 2.342
C -0.403151 -2.623831 6.285335 -0.0015 0.0102 -0.0324 0.001
O -0.046648 -1.834978 5.140299 -0.0213 -0.0262 0.0032 0.002
C -0.402339 -2.210864 3.929857 0.0503 0.0004 0.0574 0.017
O -0.045221 -1.501679 2.989944 0.0424 0.0231 -0.1586 -0.001
N -1.177341 -3.317991 3.795633 -0.0054 0.0378 -0.1130 -0.011
N -1.324173 -3.811824 2.485905 0.0571 -0.0925 -0.0004 0.093
H -0.042381 -2.065306 7.141380 -0.0097 0.0006 0.0020 0.000
H 0.100096 -3.591258 6.252607 -0.0038 -0.0064 -0.0068 0.000
H -1.484899 -2.739016 6.350134 0.0002 -0.0024 0.0254 0.000
H -1.126122 -4.007349 4.531791 -0.0179 0.0220 -0.0569 0.000
H -2.286335 -4.092770 2.337731 0.0640 0.0512 -0.0080 -0.006
H -0.665653 -4.579154 2.351792 -0.0472 0.0561 0.0587 -0.010
C -4.151933 -0.427738 1.624112 -0.0839 -0.0144 -0.0649 0.015
C -2.647118 -0.348134 1.672184 0.0983 -0.0761 -0.2030 -0.046
O -2.146077 0.501836 2.448248 0.1819 0.1136 -0.1465 0.256
N -1.956728 -1.174124 0.887391 0.0681 0.0280 0.3021 0.498
Te 0.318535 1.442046 1.731715 -0.0495 -0.0210 -0.0763 0.886
C 0.376758 3.493614 2.194189 0.0045 -0.0663 -0.0281 0.027
C 1.097205 4.375123 1.379643 0.0364 0.0488 0.0321 -0.086
C 1.856891 3.944323 0.151764 0.0037 -0.0207 0.0657 0.061
C 1.105383 5.719685 1.735854 0.0246 -0.0422 -0.0288 0.000
C 0.434620 6.189013 2.857191 -0.0302 0.0276 0.0323 0.013
C 0.442819 7.649171 3.213570 0.0103 -0.0075 -0.0144 0.000
C -0.253984 5.276525 3.647950 -0.0144 0.0337 -0.0160 0.004
C -0.298955 3.923968 3.340122 -0.0380 0.0389 0.0909 -0.047
C -1.050724 2.992412 4.255643 -0.0058 -0.0535 -0.0403 -0.007
C -0.388607 1.543905 -0.244985 -0.0437 0.0108 0.1463 0.131
C 0.254818 0.724760 -1.177515 -0.0058 -0.1342 -0.0721 -0.140
C 1.489882 -0.077727 -0.866498 0.0647 0.0699 0.0141 0.230
C -0.276357 0.636366 -2.457808 0.0108 0.0018 -0.0213 -0.010
C -1.404495 1.350542 -2.831654 -0.0239 0.0048 -0.0181 0.025
C -1.954447 1.249620 -4.227530 0.0017 -0.0154 0.0335 -0.002
C -2.003871 2.176434 -1.886933 0.0212 0.0480 0.0101 -0.015
C -1.522547 2.296212 -0.587719 -0.0213 0.0584 -0.0912 -0.097
C -2.229716 3.233672 0.357083 0.0402 -0.0361 -0.0772 0.026
H -4.553471 0.542030 1.328431 0.0007 0.0068 0.0023 0.009
H -4.521976 -0.640315 2.627694 -0.0158 -0.0014 -0.0120 0.005
H -4.493309 -1.192846 0.931747 -0.0141 -0.0105 0.0067 -0.011
H 2.406017 3.014429 0.318698 -0.0075 -0.0166 0.0012 -0.001
H 2.584175 4.704543 -0.128182 -0.0182 0.0077 0.0036 0.003
H 1.190938 3.785796 -0.697127 -0.0400 -0.0185 -0.0248 -0.002
H 1.662120 6.416751 1.120038 -0.0005 0.0042 -0.0007 0.001
H 1.147455 8.204565 2.597272 0.0001 0.0000 -0.0015 0.000
H 0.713494 7.794682 4.259490 0.0017 -0.0076 0.0032 0.001
H -0.547337 8.084956 3.069969 -0.0032 -0.0040 -0.0036 0.001
H -0.776467 5.627614 4.530999 0.0008 0.0025 0.0020 0.000
H -1.841392 3.530881 4.776056 0.0229 0.0251 0.0261 0.004
H -0.384325 2.576439 5.015505 0.0274 0.0003 -0.0045 0.004
H -1.519867 2.158613 3.730454 0.0140 0.0780 0.0208 -0.006
H 1.341847 -0.760730 -0.023216 0.1248 0.0348 0.0450 -0.120
H 2.338430 0.558660 -0.602153 -0.0167 0.0143 -0.0194 -0.008
H 1.775805 -0.688156 -1.723057 0.0143 0.0348 -0.0074 0.007
H 0.198230 -0.030345 -3.168395 0.0625 -0.0248 -0.0563 -0.007
H -1.522553 0.403444 -4.761593 0.0077 -0.0079 0.0045 0.000
H -1.729451 2.152495 -4.797992 0.0029 0.0104 0.0038 0.002
H -3.038735 1.134802 -4.216768 -0.0047 0.0062 0.0025 0.001
H -2.879243 2.751862 -2.167436 -0.0086 -0.0050 0.0006 0.000
H -3.114645 3.648091 -0.123002 -0.0109 -0.0306 0.0057 0.000
H -1.586182 4.066304 0.645284 -0.0384 -0.0212 -0.0167 -0.002
H -2.543005 2.723153 1.266474 0.0073 -0.0520 0.1234 -0.009
Cl 3.986445 -4.372014 0.297498 -0.0249 0.0050 -0.0079 0.001
C 3.478433 -3.968733 1.946845 0.1064 -0.0587 0.0765 -0.003
Cl 4.272560 -2.492514 2.525994 -0.0151 0.0133 -0.0155 0.001
C 1.963903 -3.773843 2.032688 -0.0610 0.1128 -0.1407 0.004
O 1.351276 -4.358998 2.916252 0.0131 -0.0873 0.0955 0.012
O 1.480545 -2.986351 1.149568 0.0880 -0.0525 -0.1282 -0.028
H 3.782513 -4.781389 2.595661 -0.0084 0.0130 -0.0157 0.000
C -1.626713 -2.719398 -3.144049 0.0048 -0.0059 -0.0020 -0.009
C -1.580413 -2.423789 -1.795312 0.0114 -0.0750 0.0196 0.003
N -0.515795 -2.729478 -1.041027 0.0949 0.1681 -0.2026 0.020
C 0.537831 -3.324289 -1.621811 -0.0552 -0.0352 0.0442 -0.012
C 0.578478 -3.628425 -2.971521 0.0970 -0.0371 -0.0998 -0.008
C -0.535949 -3.322506 -3.742406 -0.0307 0.0358 -0.0485 -0.002
C 1.776816 -4.300264 -3.526164 -0.1230 0.0203 0.1628 -0.001
C 2.514279 -3.913677 -4.560461 0.0587 0.0746 -0.1801 0.000
C 2.362009 -2.702534 -5.397798 -0.0186 -0.1106 0.1304 0.000
C 2.775083 -2.741130 -6.723254 0.0706 -0.0535 -0.0137 0.000
C 2.632229 -1.588311 -7.470280 -0.0228 0.0669 -0.0368 0.000
N 2.136394 -0.466141 -6.954433 0.0059 -0.0643 0.0666 0.000
C 1.786305 -0.531031 -5.675304 -0.0148 -0.0044 0.0222 0.000
N 1.859803 -1.583186 -4.864781 -0.0202 0.0648 -0.0567 0.000
H -2.511792 -2.467747 -3.711052 0.0013 0.0022 -0.0104 0.000
H -2.390736 -1.929172 -1.279653 0.0047 0.0040 0.0006 0.007
H 1.381155 -3.539416 -0.977473 -0.0099 0.0085 -0.0102 -0.013
H -0.542345 -3.556091 -4.799521 -0.0024 -0.0065 0.0031 0.000
H 2.063936 -5.220024 -3.026927 0.0297 0.0305 0.0461 0.000
H 3.334089 -4.559040 -4.856132 -0.0215 -0.0173 -0.0244 0.000
H 3.196436 -3.640200 -7.151252 -0.0080 -0.0002 -0.0057 0.000
H 2.927080 -1.556729 -8.512652 0.0004 0.0067 -0.0073 0.000
H 1.402152 0.385278 -5.242155 -0.0395 0.0364 0.0431 0.000

=====

20
Properties=species:S:1:pos:R:3:forces:R:3:mulliken_charge:R:1 method="wB97M-V/def2-TZVPD" homo_ev=-14.15 spin_multiplicity=1 charge=+1 orbital_gap_ev=8.350
N 3.101704 -0.896138 0.046706 0.3464 0.8052 -0.1119 -0.733
N 2.067044 0.056913 -0.051645 0.0960 2.5681 -0.0146 0.520
N 2.405463 1.410933 -0.160226 -3.9701 -1.2657 0.3797 -0.283
N 1.280414 2.233231 -0.214592 -0.9805 -7.9981 0.3432 -0.212
C 0.152594 1.195761 -0.151244 1.2413 0.2283 -0.0064 0.255
C -1.424950 1.640664 -0.199040 0.6896 -1.1865 -0.5777 -0.464
C -2.236016 1.163037 1.149448 -5.9612 1.8036 -0.1545 0.123
O -3.529493 1.487294 1.249466 8.7007 -2.2347 -0.5067 -0.427
N 0.681638 -0.218759 -0.061476 0.4393 6.3722 -0.4878 0.232
C -0.000734 -1.564592 0.045347 1.1040 -1.6028 -0.7406 -0.207
C -1.399089 -1.705962 -0.798690 -7.7253 -2.6647 3.0570 0.464
O -2.473187 -2.216838 -0.135139 8.3474 3.8873 -5.0719 -0.392
F -1.615726 -1.343044 -2.219837 1.7019 -0.8838 4.6892 -0.208
H 3.803198 -0.561607 -0.668735 -0.8130 -0.7631 1.0611 0.348
H 3.542052 -0.859132 1.011376 -0.8109 0.1230 -1.4301 0.330
H -1.490062 2.786374 -0.427975 0.2472 -2.1975 0.7456 0.388
H -1.896797 1.084771 -1.144195 0.8825 1.1227 2.0818 0.293
H -1.635429 0.524322 1.958772 -1.4516 1.3501 -1.5324 0.259
H -0.087561 -1.853322 1.189987 -0.5530 0.7121 -2.5874 0.344
H 0.754936 -2.363906 -0.418307 -1.5307 1.8243 0.8645 0.368

=====

8
Properties=species:S:1:pos:R:3:forces:R:3:mulliken_charge:R:1 method="wB97M-V/def2-TZVPD" homo_ev=-9.81 spin_multiplicity=1 relative_energy_kcal_mol=74.7 charge=0 orbital_gap_ev=8.824
C 0.462064 -0.529707 0.761750 0.1078 0.3584 0.1445 -1.148
C -0.190264 0.031312 -0.351504 0.0719 -0.1734 0.1267 0.728
O -0.709469 -0.881136 -1.082553 0.1111 -0.0303 0.1663 -0.483
C -0.290088 1.419354 -0.743732 -0.0348 1.0831 -0.2767 0.154
N -0.347609 2.540813 -1.024472 0.0626 -1.1450 0.2881 -0.303
H -0.239191 -1.004137 1.451975 0.0492 -0.0404 -0.1546 0.320
H 0.014374 -1.539674 -0.258812 -0.2223 -0.0076 -0.2231 0.466
H 1.300183 -0.036824 1.247348 -0.1453 -0.0446 -0.0711 0.266

=====

22
Properties=species:S:1:pos:R:3:forces:R:3:mulliken_spin:R:1 method="wB97M-V/def2-TZVPD" homo_ev="-5.25 / -9.75" spin_multiplicity=3 charge=0 orbital_gap_ev="5.866 / 6.974"
C 0.763150 -0.374042 -2.443408 0.1578 0.5060 -0.5226 0.034
C -1.707645 1.262620 2.595138 1.4527 0.4875 0.3009 0.019
C 3.129125 -1.232820 -2.494060 0.9547 1.4935 -1.8307 0.000
C -0.665951 0.151847 2.286529 0.6071 2.2037 -1.9472 0.050
C -0.945447 -0.572409 0.954781 -2.1665 -1.7335 1.1686 0.049
C -1.437457 -0.108858 -1.307379 -3.3043 -3.4840 -4.3065 0.751
N 1.860544 -0.732589 -2.380201 -1.6143 -0.3210 -0.1340 0.017
N -1.044289 0.215233 -0.164569 2.8836 1.7628 5.4165 0.834
Cl -1.949429 -1.709901 -1.746346 0.3777 0.0833 0.1388 0.135
Br 0.760644 2.823039 -0.203086 0.0646 -0.0769 -0.1110 0.036
H -2.581140 0.811273 3.060053 -0.3649 0.1821 -0.4071 0.001
H -1.240422 1.925316 3.400740 -0.7483 -0.5710 -1.2438 0.001
H -1.904413 1.842596 1.641438 -0.0570 -0.5134 1.3892 -0.011
H 3.632126 -0.953621 -1.651178 1.7813 0.8748 2.1967 0.000
H 3.602260 -0.774606 -3.368062 0.1074 -0.1121 0.1434 0.001
H 3.235304 -2.255177 -2.557967 -0.4624 -2.4065 -0.3316 -0.001
H -0.654589 -0.577917 3.033417 0.2403 -1.0562 1.2925 -0.001
H 0.363370 0.642304 2.180549 -1.3056 -0.7598 0.2718 0.000
H -0.005816 -1.110073 0.702679 -0.4651 -0.7704 0.4581 0.061
H -1.958375 -1.315506 0.973981 2.6955 1.6545 0.3957 0.016
H -1.512941 0.572549 -2.031983 -0.8403 2.3828 -2.6116 0.001
H 0.261390 1.470741 -0.481065 0.0060 0.1738 0.2738 0.005